# 1
Molecular formula: C28H62Cl4N6O8P2
Method: DFT, wB97M-V/def2-TZVPD

Output
Lowest unoccupied orbital energy (alpha / beta) (Eh): 0.079 / 0.078
<S²>: 0.7507
Calculated total energy (eV): -124028.285
Energy relative to the best compared isomer or geometry (same formula, charge and spin) (kJ/mol): 42.63
HOMO energy (alpha / beta) (eV): 0.5 / -5.9
Charge: -1
HOMO-LUMO gap (alpha / beta) (Eh): 0.0593 / 0.2947
Spin multiplicity: 2

Geometry as XYZ:
```
110
Properties=species:S:1:pos:R:3:lowdin_spin:R:1
Cl -4.100 0.736 -2.844 0.032
C -2.334 0.531 -2.718 0.016
C -1.657 1.420 -3.784 0.021
Cl -1.747 0.450 -5.194 0.016
H -1.977 -0.491 -2.841 0.001
H -1.996 0.956 -1.773 0.007
H -0.649 1.751 -3.534 0.009
H -2.173 2.368 -3.938 0.021
Cl -0.107 -3.530 -4.708 0.004
C 0.689 -5.190 -4.739 0.001
C 1.017 -5.742 -3.325 0.000
Cl -0.446 -6.039 -2.275 0.000
H 1.618 -4.994 -5.274 0.000
H 0.028 -5.805 -5.350 0.000
H 1.768 -5.168 -2.783 0.000
H 1.372 -6.769 -3.418 0.000
O 4.618 2.970 -3.572 0.001
P 3.698 3.550 -2.525 0.001
N 4.435 4.808 -1.590 0.001
C 5.180 4.389 -0.404 0.019
C 4.883 6.083 -2.156 0.013
N 2.945 2.553 -1.435 0.004
C 2.156 2.880 -0.179 0.032
C 2.945 1.091 -1.539 0.008
N 2.360 4.159 -3.259 0.003
C 1.822 3.561 -4.547 0.014
C 1.435 5.072 -2.680 0.082
H 4.776 4.800 0.521 0.012
H 6.183 4.805 -0.312 0.002
H 5.220 3.299 -0.418 0.002
H 4.086 6.674 -2.608 0.005
H 5.579 5.768 -2.933 0.001
H 5.406 6.733 -1.454 0.003
H 2.379 3.859 0.245 0.020
H 1.101 2.799 -0.439 0.016
H 2.423 2.308 0.710 0.007
H 2.504 0.625 -0.658 0.001
H 2.320 0.788 -2.380 0.003
H 3.935 0.639 -1.482 0.001
H 0.997 4.124 -4.985 0.007
H 2.422 3.436 -5.448 0.002
H 1.314 2.631 -4.293 0.003
H 2.014 5.719 -2.021 0.017
H 0.593 4.620 -2.156 0.034
H 1.014 5.697 -3.467 0.016
O -2.375 0.128 0.998 0.003
P -2.356 1.269 1.967 0.001
N -0.768 1.738 2.314 0.004
C 0.211 0.656 2.545 0.010
C -0.377 3.089 2.876 0.076
N -2.971 0.945 3.571 0.002
C -3.252 -0.442 3.847 0.005
C -3.004 1.970 4.654 0.026
N -3.123 2.689 1.509 0.006
C -4.637 2.844 1.738 0.039
C -2.627 3.550 0.387 0.107
H -0.297 -0.269 2.817 0.001
H 0.807 0.805 3.445 0.006
H 0.831 0.369 1.696 0.002
H -0.550 3.802 2.070 0.028
H 0.670 3.012 3.167 0.015
H -0.983 3.291 3.759 0.010
H -2.983 -1.091 3.013 0.000
H -2.525 -0.840 4.555 0.002
H -4.251 -0.652 4.229 0.002
H -3.959 1.843 5.164 0.005
H -2.264 1.920 5.454 0.007
H -2.864 2.966 4.234 0.009
H -5.219 2.131 1.154 0.006
H -4.961 2.762 2.775 0.007
H -4.929 3.829 1.373 0.015
H -3.354 3.710 -0.408 0.031
H -1.799 3.081 -0.146 0.021
H -2.162 4.474 0.729 0.059
O 0.670 -6.126 1.889 0.000
C 1.870 -5.891 1.926 0.000
O 2.662 -6.473 1.033 0.000
C 4.108 -6.186 1.173 0.000
C 4.001 -5.262 2.426 0.000
C 2.650 -5.068 2.920 0.001
H 4.642 -5.782 0.313 0.000
H 4.667 -6.966 1.689 0.000
H 4.233 -4.204 2.301 0.000
H 4.740 -5.743 3.067 0.000
H 2.309 -4.033 2.881 0.000
H 2.322 -5.463 3.881 0.000
O -3.366 -3.338 0.443 0.001
C -4.311 -3.028 1.057 0.001
O -4.632 -3.613 2.186 0.000
C -5.875 -3.145 2.677 0.002
C -6.228 -1.882 1.838 0.006
C -5.278 -1.891 0.688 0.003
H -5.764 -2.901 3.733 0.001
H -6.675 -3.886 2.692 0.000
H -6.219 -1.009 2.491 0.003
H -7.250 -2.026 1.486 0.001
H -4.661 -0.994 0.633 0.001
H -5.895 -2.179 -0.162 0.001
O 3.394 -2.334 0.920 0.005
C 2.357 -2.523 0.381 0.001
O 1.165 -2.816 1.136 0.001
C 0.000 -2.846 0.291 0.001
C 0.530 -2.282 -1.113 0.002
C 2.017 -2.744 -1.124 0.002
H -0.872 -2.232 0.520 0.000
H -0.491 -3.819 0.294 0.000
H 0.408 -1.204 -1.210 0.002
H -0.096 -2.741 -1.879 0.000
H 2.699 -2.078 -1.654 0.001
H 2.193 -3.797 -1.340 0.000
```

---

# 2
Molecular formula: C28H62N2O4
Method: DFT, wB97M-V/def2-TZVPD

Output
Lowest unoccupied orbital energy (Eh): 0.023
SMILES: CCN(CC)CC.CCN(CC)CC.C1CCOC1.C1CCOC1.C1CCOC1.C1CCOC1
Calculated total energy (eV): -41204.941
Energy relative to the best compared isomer or geometry (same formula, charge and spin) (kJ/mol): 425.36
HOMO energy (eV): -8.0
Charge: 0
HOMO-LUMO gap (Eh): 0.3160

Geometry as XYZ:
```
96
Properties=species:S:1:pos:R:3:mulliken_charge:R:1
C 6.569 -5.967 3.924 -0.555
C 5.744 -6.002 2.578 -0.411
C 6.052 -7.298 2.043 -0.402
O 7.052 -7.903 2.803 -0.417
C 7.687 -6.981 3.639 -0.395
H 6.002 -6.354 4.770 0.239
H 6.923 -4.984 4.235 0.342
H 6.025 -5.147 1.962 0.265
H 4.672 -5.905 2.751 0.260
H 6.451 -7.252 1.029 0.252
H 5.241 -8.021 2.126 0.260
H 8.434 -6.586 2.951 0.256
H 8.213 -7.412 4.490 0.305
C 1.205 -6.258 -6.183 -0.519
C 1.800 -5.296 -7.153 -0.412
C 1.086 -4.011 -6.971 -0.407
O -0.177 -4.346 -6.396 -0.401
C 0.040 -5.455 -5.506 -0.385
H 1.880 -6.792 -5.514 0.357
H 0.823 -7.103 -6.756 0.221
H 1.612 -5.654 -8.165 0.218
H 2.879 -5.143 -7.114 0.324
H 1.033 -3.413 -7.881 0.337
H 1.593 -3.342 -6.276 0.167
H -0.838 -6.022 -5.198 0.340
H 0.389 -5.019 -4.570 0.161
C -6.653 0.144 4.270 -0.469
C -6.001 -0.188 5.605 -0.397
C -7.109 -0.790 6.390 -0.551
O -8.152 -1.061 5.505 -0.408
C -8.128 0.024 4.542 -0.504
H -6.405 -0.642 3.556 0.241
H -6.380 1.041 3.714 0.353
H -5.641 0.565 6.305 0.244
H -5.168 -0.835 5.330 0.230
H -7.452 -0.112 7.171 0.319
H -6.655 -1.553 7.022 0.351
H -8.568 0.973 4.847 0.227
H -8.718 -0.133 3.639 0.360
C 5.455 3.865 -5.530 -0.475
C 5.046 4.147 -6.919 -0.608
C 4.357 2.874 -7.613 -0.355
O 4.763 1.912 -6.609 -0.408
C 5.808 2.398 -5.695 -0.457
H 4.672 3.901 -4.773 0.267
H 6.230 4.475 -5.067 0.327
H 5.979 4.254 -7.473 0.258
H 4.413 5.034 -6.954 0.363
H 4.775 2.559 -8.568 0.241
H 3.271 2.929 -7.533 0.254
H 6.709 2.221 -6.281 0.292
H 5.790 1.924 -4.713 0.301
C -6.339 5.118 6.108 -1.099
C -5.572 5.932 5.083 -0.659
N -4.700 5.235 4.253 0.223
C -3.352 5.011 4.855 -0.454
C -2.487 4.050 4.072 -1.308
C -4.732 5.716 2.862 -0.640
C -3.937 7.040 2.623 -1.046
H -6.907 4.472 5.438 0.222
H -6.951 5.859 6.623 0.359
H -5.676 4.576 6.782 0.301
H -6.407 6.133 4.412 0.334
H -5.161 6.857 5.487 0.318
H -2.847 5.976 4.863 0.327
H -3.288 4.753 5.913 0.433
H -1.556 3.770 4.566 0.426
H -3.038 3.138 3.842 0.248
H -2.010 4.544 3.225 0.291
H -5.736 5.722 2.436 0.476
H -4.195 5.050 2.187 0.326
H -2.933 6.966 2.203 0.274
H -4.016 7.539 3.588 0.292
H -4.436 7.623 1.849 0.357
C -0.780 0.059 0.078 -1.365
C -0.041 -0.784 -0.910 -0.257
N 1.373 -0.391 -1.258 0.014
C 2.034 -1.290 -2.158 -0.426
C 2.587 -2.547 -1.506 -1.384
C 1.549 0.994 -1.629 -0.646
C 0.818 1.412 -2.872 -1.050
H -1.391 0.845 -0.367 0.266
H -0.039 0.595 0.671 0.323
H -1.417 -0.549 0.721 0.386
H -0.203 -1.759 -0.452 0.292
H -0.576 -0.808 -1.860 0.359
H 2.851 -0.743 -2.630 0.390
H 1.208 -1.447 -2.852 0.384
H 1.753 -3.015 -0.983 0.285
H 3.343 -2.292 -0.763 0.354
H 2.997 -3.234 -2.246 0.385
H 1.148 1.683 -0.886 0.316
H 2.615 1.224 -1.642 0.432
H 0.593 2.475 -2.794 0.371
H 1.375 1.308 -3.804 0.262
H -0.153 0.919 -2.916 0.309
```